Record 1
{"formula": "C3H4N2S3", "method": "the ωB97M-V functional and the def2-TZVPD basis", "gap_ev": 7.89, "fmax_ha_per_bohr": 0.020, "e_above_lowest_ev": 0.3166, "multiplicity": 1, "charge": 0, "homo_ev": -8.5, "symbols": ["S", "C", "C", "N", "C", "N", "S", "S", "H", "H", "H", "H"], "xyz": [[-3.123, -0.046, -1.024], [-1.570, 0.003, -0.583], [-0.398, -0.223, -1.506], [0.804, 0.146, -0.795], [0.716, 0.195, 0.584], [1.730, 0.177, 1.323], [1.696, 0.305, 3.013], [-1.016, 0.308, 1.047], [-0.537, 0.372, -2.375], [-0.410, -1.267, -1.805], [1.737, -0.145, -1.122], [0.373, 0.176, 3.243]]}



Record 2
{"formula": "C3H4N3", "method": "the ωB97M-V functional and the def2-TZVPD basis", "gap_ev": [7.88, 7.87], "fmax_ha_per_bohr": 0.048, "e_above_lowest_ev": 3.4169, "multiplicity": 1, "charge": 1, "homo_ev": [-14.5, -14.5], "symbols": ["C", "C", "C", "N", "N", "N", "H", "H", "H", "H"], "xyz": [[-1.376, -0.178, -0.031], [2.303, -0.087, 0.017], [-2.377, 0.608, 0.214], [-0.468, -0.892, -0.296], [3.021, 0.801, 0.027], [0.547, -1.525, -0.167], [-3.252, 0.739, -0.446], [-2.412, 1.249, 1.069], [3.435, 1.628, 0.430], [0.580, -2.344, -0.818]]}



Record 3
{"formula": "C3H4N3", "method": "the ωB97M-V functional and the def2-TZVPD basis", "gap_ev": [7.81, 7.66], "fmax_ha_per_bohr": 0.061, "e_above_lowest_ev": 3.8017, "multiplicity": 1, "charge": 1, "homo_ev": [-17.4, -17.0], "symbols": ["C", "C", "N", "N", "N", "C", "H", "H", "H", "H"], "xyz": [[0.340, -0.572, -0.009], [-1.067, -0.277, -0.013], [-2.101, -1.159, -0.219], [-3.102, -0.491, 0.085], [-3.056, 0.774, -0.021], [-1.755, 0.998, 0.177], [0.510, -1.610, -0.329], [0.681, -0.371, 0.945], [0.631, 0.301, -0.554], [-1.352, 1.997, 0.440]]}



Record 4
{"formula": "C3H4N3", "method": "the ωB97M-V functional and the def2-TZVPD basis", "gap_ev": [7.49, 7.43], "fmax_ha_per_bohr": 0.095, "e_above_lowest_ev": 6.3931, "multiplicity": 1, "charge": 1, "homo_ev": [-15.1, -15.1], "symbols": ["C", "C", "C", "N", "N", "N", "H", "H", "H", "H"], "xyz": [[1.280, -0.514, 0.391], [2.629, -0.687, 0.435], [-0.926, 0.492, 0.157], [3.065, 0.346, -0.220], [1.331, 1.265, -0.647], [0.482, 0.505, -0.114], [3.152, -1.460, 0.969], [-1.528, 0.795, -0.705], [-1.012, 1.119, 1.022], [-1.230, -0.481, 0.394]]}



Record 5
{"formula": "C3H4N4", "method": "the ωB97M-V functional and the def2-TZVPD basis", "gap_ev": [7.93, 7.93], "fmax_ha_per_bohr": 0.015, "e_above_lowest_ev": 4.9727, "multiplicity": 1, "charge": 0, "homo_ev": [-8.1, -8.1], "symbols": ["N", "C", "C", "N", "C", "N", "N", "H", "H", "H", "H"], "xyz": [[-1.058, -1.435, 0.656], [-0.189, -0.426, 0.674], [1.183, -0.395, 0.612], [1.776, 0.234, -0.345], [0.830, 0.821, -1.209], [-0.297, 1.290, -0.803], [-0.642, 0.911, 0.591], [-0.723, -2.359, 0.426], [-2.048, -1.245, 0.595], [1.112, 1.005, -2.242], [0.040, 1.414, 1.178]]}



Record 6
{"formula": "C3H4N4", "method": "the ωB97M-V functional and the def2-TZVPD basis", "gap_ev": [7.87, 7.70], "fmax_ha_per_bohr": 0.148, "s2": 2.023, "e_above_lowest_ev": 1.1830, "multiplicity": 3, "charge": 0, "homo_ev": [-7.0, -10.0], "symbols": ["C", "C", "C", "N", "N", "N", "N", "H", "H", "H", "H"], "xyz": [[-0.686, -0.654, 0.242], [-1.854, -0.100, -0.166], [1.231, 1.258, -0.566], [-0.300, -1.677, 0.935], [0.958, -1.682, 1.221], [1.624, -0.757, 0.674], [0.942, 0.137, 0.043], [-1.853, 0.810, -0.745], [-2.817, -0.602, 0.108], [2.317, 1.532, -0.665], [0.439, 1.733, -1.081]]}



Record 7
{"formula": "C3H4N4O", "method": "the ωB97M-V functional and the def2-TZVPD basis", "gap_ev": 10.11, "fmax_ha_per_bohr": 0.113, "e_above_lowest_ev": 5.2629, "multiplicity": 1, "charge": 0, "homo_ev": -10.1, "symbols": ["C", "C", "C", "H", "H", "H", "H", "N", "N", "N", "N", "O"], "xyz": [[-0.321, 0.884, 1.513], [0.312, -1.367, -1.352], [0.255, -1.101, 0.200], [-1.753, 1.740, 0.380], [0.171, 0.368, 2.542], [1.304, 1.224, -1.238], [0.566, -2.205, -1.888], [-1.462, 1.633, 1.466], [0.307, 0.267, 0.267], [0.073, 0.856, -1.030], [0.152, -0.294, -1.916], [0.396, -2.005, 1.056]]}



Record 8
{"formula": "C3H4N4O", "method": "the ωB97M-V functional and the def2-TZVPD basis", "gap_ev": 9.83, "fmax_ha_per_bohr": 0.241, "e_above_lowest_ev": 5.1221, "multiplicity": 1, "charge": 0, "homo_ev": -9.1, "symbols": ["H", "N", "C", "N", "O", "C", "N", "C", "N", "H", "H", "H"], "xyz": [[-3.547, 0.315, 0.136], [-2.491, -0.048, 0.167], [-1.678, 0.756, -0.056], [-0.410, 0.062, -0.074], [-0.310, -1.351, -0.197], [0.970, -1.474, 0.061], [1.826, -0.482, 0.251], [0.971, 0.660, -0.100], [1.399, 1.878, -0.017], [2.419, 1.628, -0.171], [-1.630, 1.920, 0.043], [1.398, -2.573, -0.142]]}



Record 9
{"formula": "C3H4N4O", "method": "the ωB97M-V functional and the def2-TZVPD basis", "gap_ev": 8.16, "fmax_ha_per_bohr": 0.139, "e_above_lowest_ev": 3.3686, "multiplicity": 1, "charge": 0, "homo_ev": -8.4, "symbols": ["H", "N", "N", "C", "C", "N", "C", "O", "N", "H", "H", "H"], "xyz": [[3.561, -0.380, 0.229], [2.743, 0.067, 0.234], [1.924, -0.856, -0.113], [0.468, -0.323, -0.101], [0.063, 1.016, 0.014], [-1.290, 0.982, -0.380], [-1.817, -0.271, 0.026], [-2.928, -0.627, 0.330], [-0.678, -1.077, -0.321], [0.685, 2.012, 0.110], [-2.020, 1.627, 0.215], [-0.711, -2.170, -0.242]]}



Record 10
{"formula": "C3H4N4O", "method": "the ωB97M-V functional and the def2-TZVPD basis", "gap_ev": 8.46, "fmax_ha_per_bohr": 0.130, "e_above_lowest_ev": 6.4634, "multiplicity": 1, "charge": 0, "homo_ev": -8.6, "symbols": ["C", "C", "C", "H", "H", "H", "H", "N", "N", "N", "N", "O"], "xyz": [[-1.000, -0.696, 0.076], [0.162, -1.076, 0.641], [1.270, -0.253, 0.297], [-2.220, 2.068, -0.871], [-1.896, -1.214, 0.226], [0.403, -1.834, 1.528], [3.224, -0.091, -0.022], [-1.069, 0.586, -0.432], [2.477, -0.732, 0.485], [1.032, 1.065, -0.201], [-0.127, 1.341, -0.596], [-2.255, 0.836, -1.130]]}



Record 11
{"formula": "C3H4N4O", "method": "the ωB97M-V functional and the def2-TZVPD basis", "gap_ev": 9.52, "fmax_ha_per_bohr": 0.136, "e_above_lowest_ev": 3.0643, "multiplicity": 1, "charge": 0, "homo_ev": -9.4, "symbols": ["C", "C", "C", "H", "H", "H", "H", "N", "N", "N", "N", "O"], "xyz": [[0.205, 0.743, -0.103], [-0.975, -1.510, 0.205], [-0.076, -0.087, -1.222], [1.371, 1.889, -1.041], [1.746, 1.971, 0.632], [-0.811, -1.079, 2.238], [-1.551, -2.353, 0.463], [0.692, 2.015, -0.234], [0.111, 0.304, 1.118], [-0.525, -0.900, 1.221], [-0.820, -1.215, -1.088], [0.634, 0.221, -2.187]]}



Record 12
{"formula": "C3H4N4O", "method": "the ωB97M-V functional and the def2-TZVPD basis", "gap_ev": 10.64, "fmax_ha_per_bohr": 0.094, "e_above_lowest_ev": 2.5621, "multiplicity": 1, "charge": 0, "homo_ev": -10.9, "symbols": ["C", "C", "O", "N", "N", "C", "N", "N", "H", "H", "H", "H"], "xyz": [[-1.794, 0.832, -0.034], [-1.080, -0.441, -0.014], [-1.588, -1.569, 0.106], [0.385, -0.250, -0.368], [1.050, -1.375, -0.191], [2.287, -0.871, 0.077], [2.304, 0.577, 0.125], [1.059, 0.915, -0.068], [-1.448, 1.457, -0.861], [-2.868, 0.776, 0.078], [-1.510, 1.333, 0.963], [3.203, -1.383, 0.185]]}